Entry 1:
{"formula": "C9H4FIN4O4PS2", "method": "ωB97M-V/def2-TZVPD", "species": ["O", "N", "O", "C", "C", "P", "O", "C", "N", "C", "S", "C", "C", "C", "O", "I", "C", "N", "S", "N", "C", "H", "H", "H", "H", "F"], "xyz": [[2.271, -3.170, -0.036], [2.296, -3.202, -1.204], [2.318, -1.879, -1.736], [1.196, -1.186, -1.204], [1.381, -0.108, -0.264], [3.051, 0.446, 0.389], [3.562, -0.685, 1.271], [0.153, 0.646, 0.252], [0.359, 1.762, 1.171], [0.220, 2.827, 0.552], [-0.295, 3.994, -0.466], [-1.157, 0.206, -0.202], [-2.413, 0.971, 0.376], [-2.788, 0.192, 1.721], [-3.582, -0.704, 1.613], [-1.858, 0.710, 3.626], [-1.402, -0.930, -1.142], [-2.584, -1.459, -1.619], [-2.114, -2.702, -2.624], [-0.435, -2.685, -2.563], [-0.167, -1.644, -1.681], [2.849, 1.559, 1.277], [3.964, 0.797, -0.647], [-2.201, 2.056, 0.565], [-3.303, 0.903, -0.302], [0.677, 3.284, 2.876]], "lowdin_charge": [0.0918, 0.0149, -0.0903, -0.2009, -0.1333, 0.7616, -0.4872, -0.1795, -0.0087, -0.7157, 0.6394, -0.0895, -0.1243, -0.7961, -0.0299, 0.8044, -0.2592, -0.2298, 0.9456, -0.2265, -0.2459, 0.0415, 0.0074, 0.0782, 0.1183, -0.6862], "gap_ev": 5.725, "total_charge": -1}


Entry 2:
{"formula": "C9H4I2NORuSe3Te", "method": "ωB97M-V/def2-TZVPD", "species": ["Ru", "Se", "Se", "Te", "Se", "I", "C", "C", "C", "I", "C", "C", "C", "C", "N", "C", "C", "O", "H", "H", "H", "H"], "xyz": [[0.116, 0.281, 0.421], [2.274, -0.410, -0.036], [3.656, -0.805, 1.768], [2.232, -0.440, 3.704], [0.059, 0.020, 2.629], [-0.360, 5.355, -0.122], [-1.786, 3.855, -0.091], [-3.162, 4.190, -0.108], [-4.141, 3.236, -0.112], [-6.134, 3.826, -0.159], [-3.787, 1.856, -0.059], [-4.672, 0.763, -0.013], [-4.183, -0.518, 0.090], [-2.805, -0.723, 0.187], [-1.948, 0.283, 0.137], [-2.417, 1.553, -0.021], [-1.406, 2.537, -0.100], [-0.142, 2.100, -0.091], [-3.427, 5.238, -0.122], [-5.738, 0.941, -0.054], [-4.848, -1.368, 0.121], [-2.386, -1.713, 0.313]], "lowdin_charge": [0.5097, 0.1772, -0.0182, 0.5235, 0.1440, 1.0001, -0.6453, -0.1995, -0.6609, 0.9919, -0.1961, 0.0013, -0.0148, -0.0909, -0.0690, -0.1640, -0.4088, -0.2869, 0.0855, 0.0786, 0.1199, 0.1228], "gap_ev": [4.876, 4.857], "de_lowest_ev": 0.000, "total_charge": 1}


no.,E (eV)
1,-65320.2810
2,-235044.7490